No. 1
# C62H50AlClN10O

A molecular structure, C62H50AlClN10O (ωB97M-V with the def2-TZVPD basis set, the OMol25 dataset).

* multiplicity: 1
* energy above the lowest of the compared OMol25 structures with the same formula, charge and spin: 0.00 kJ/mol
* total energy: -3718.0937 Ha
* highest occupied orbital energy: -6.41 eV
* lowest unoccupied orbital energy: -1.58 eV

```
125
C62H50AlClN10O (ωB97M-V with the def2-TZVPD basis set)
H -4.91966 3.90222 5.80908
C -6.10992 -1.22066 0.60744
H 4.49364 4.76247 -1.62705
H 3.22701 0.57318 -2.11745
C 3.70502 -0.26164 5.11958
Cl -0.10567 6.25515 -1.90670
C -3.29747 -2.21870 -1.78280
H 3.44372 0.32642 3.06464
H 5.63113 3.48352 0.66752
H -0.96836 -2.58284 -4.13290
C -2.90286 -2.63774 -3.13677
C -6.06606 2.75207 2.31073
H -8.70866 -4.43086 -3.82374
C -6.88287 -4.76568 -2.74517
C 4.20524 1.02655 -1.94107
H 6.04455 3.33229 -1.04556
C 6.21464 2.90857 -0.05501
C 0.59029 1.13938 2.26275
C 1.78538 -1.22967 6.18368
C 0.03076 -5.07222 -2.34450
H 6.70134 -0.40305 -0.94519
C 2.98263 -0.10201 3.94430
C -0.50984 1.49004 1.18099
H 5.46403 1.37989 2.16520
N -0.00546 1.14155 -0.16023
C 4.34560 2.28549 -2.81853
H -8.59703 -1.96879 -3.58342
C -4.80667 -1.43776 -0.04655
C 0.48120 -1.48106 1.98604
C -1.07028 -1.86987 -1.96129
C -6.82571 3.67234 3.02209
H 3.67528 -0.93876 7.16035
C -2.11466 3.02096 1.82877
H -6.92663 -5.84340 -2.84848
C 5.90048 1.40599 0.00678
C 0.81352 -0.34611 2.63237
H 5.32377 2.74519 -2.67703
H -7.00259 4.81913 4.82831
H 2.65776 6.37076 -1.24667
H 3.46026 3.03886 -0.24641
H -7.01931 -1.74212 0.34710
C 1.33174 1.31184 -0.38934
N -0.39003 -1.63634 0.89816
C 0.94716 3.97522 -2.92152
C 0.70278 -6.03179 -3.09006
C -6.76415 -2.00830 -2.46975
H 4.74385 0.04651 5.15690
H 1.64377 -4.27341 0.58372
C 3.49747 4.53124 -1.99168
C 3.10952 -0.82017 6.24420
N 1.81582 1.79543 1.90451
Al -1.94974 -0.75060 0.38144
C -4.49130 2.65854 4.11698
C 0.64868 -3.86441 -2.00601
C -4.89193 2.22602 2.85117
H -7.73320 4.07157 2.58433
N -2.26419 -1.78652 -1.14417
H 2.44347 -2.71175 -2.17117
H -5.04504 -4.80041 -1.63184
H -6.37246 2.45747 1.31333
H 0.27053 1.63284 3.18284
C 1.06296 -1.07035 5.00641
C -6.41663 4.09150 4.28045
H 4.32062 1.93164 -3.85228
H 1.31392 -1.67328 7.05240
C -4.61187 -2.16565 -1.18631
C 6.15691 0.93633 1.44707
C 1.64630 -0.50263 3.87199
H -6.69587 0.12154 2.20399
C -1.58994 -2.40423 -3.26518
C 2.47182 5.44162 -1.77001
N -1.75934 0.80324 1.43370
H 0.02907 -1.39289 4.95512
H -6.70369 -0.92976 -2.37339
C 2.63213 -4.60414 -3.17675
N 2.12580 1.64103 0.58214
C 1.19805 5.14374 -2.22258
N -0.81229 0.23439 -0.88316
H 3.87259 2.29931 1.29832
H -0.14981 3.73480 1.20988
H -0.04924 3.75883 -3.28544
H 4.53902 -0.86918 -0.34115
C 0.14414 -2.64648 0.09674
C -5.24454 3.58258 4.82614
H 1.98047 -2.94704 2.85966
C -5.75787 -2.79565 -1.90817
H 7.26992 3.05949 0.18673
C -0.07641 -2.81304 -1.23073
H 7.90701 0.79050 -0.48209
C 3.26631 3.32901 -2.65352
C 3.49688 2.10104 0.30399
H -3.58321 2.25275 4.55202
H 7.16965 1.22844 1.73916
C 4.41072 1.09170 -0.41141
C -7.88499 -3.97350 -3.28947
H 1.78393 2.16727 -3.67919
H 0.21149 -6.96540 -3.34040
C -4.03296 1.27666 2.08754
C -5.94897 -0.27964 1.53714
C 1.98619 3.08305 -3.13817
N 1.32976 -1.33406 -4.75629
C -4.54031 0.15321 1.49800
H 1.69926 1.17367 -1.38734
O 4.02350 -0.18647 0.10246
H 3.64448 -4.40852 -3.51050
H 6.07357 -0.14614 1.53852
C 1.28604 -2.72204 2.06295
C -0.39788 -0.45199 -1.93653
H 6.91504 1.06816 -1.91117
H -2.66847 3.90922 2.09772
H 2.52972 -6.53765 -4.10324
N -3.85255 -0.67495 0.62270
C 1.12250 -3.38704 0.91664
C 0.94517 -0.79109 -3.80147
C -5.82565 -4.17986 -2.06013
N 0.57021 -0.08467 -2.75044
H -0.98500 -5.25379 -2.01002
C -7.82360 -2.59302 -3.15214
C 6.90228 0.67215 -0.89384
C 1.95773 -3.64748 -2.42611
H -3.57567 -3.04497 -3.87840
C -2.66336 1.65802 1.82469
C 2.00634 -5.79562 -3.51174
C -0.86321 2.93771 1.37173
H 4.92153 0.29759 -2.32447
```


No. 2
# C62H50GaO2P2SSi

A molecular structure, C62H50GaO2P2SSi in a non-equilibrium geometry (ωB97M-V with the def2-TZVPD basis set, the OMol25 dataset).

* multiplicity: 1
* net charge: +1
* energy above the lowest of the compared OMol25 structures with the same formula, charge and spin: 219.16 kJ/mol
* total energy: -5838.0036 Ha
* highest occupied orbital energy: -10.30 eV
* lowest unoccupied orbital energy: -2.39 eV

```
119
C62H50GaO2P2SSi (ωB97M-V with the def2-TZVPD basis set)
H 3.30757 1.72261 -2.57417
C -3.31723 -0.88184 0.57420
C 0.32674 4.23844 0.49917
H 3.15304 6.33211 2.66564
H 0.82521 -1.77214 -2.32804
C -2.94108 -0.12705 -4.23390
H 0.62376 -1.87705 -4.78388
H -2.19773 -6.12112 -2.45144
C -0.09067 -4.16271 -0.66019
H -0.03183 -6.71847 -3.59043
H 2.62218 -5.02480 5.48173
H -2.69369 1.51847 -2.88540
Si -0.17026 -3.08157 0.84518
H 0.61625 -1.91055 3.33275
H -3.97568 0.92068 1.56211
C -1.25189 -4.79069 -1.13756
C 2.15065 -4.68654 4.54415
C -1.36471 3.29314 -1.43132
C 4.14227 -2.06691 -0.92329
H -5.04529 5.86693 1.59724
C -3.16597 5.34481 -1.03751
C -2.16939 -0.35456 -1.96121
H -6.31581 -2.25716 -0.25624
C 2.73019 0.91423 -4.50719
C -5.06194 5.40194 0.60297
H 4.25317 -1.69141 -2.02527
C -4.22763 -2.07895 2.41242
H -3.80006 7.20001 -0.04302
C 1.65055 -3.40583 4.49144
C 1.30513 -0.97752 -2.96868
C 2.06524 -5.48042 3.42088
C 2.08434 0.04014 -2.41398
H -0.61640 4.63285 0.08037
C 2.76909 1.02194 -3.15628
H 0.44740 6.00868 1.77419
H -6.05087 -2.92960 2.07144
C -4.43612 -1.26273 -0.24081
C -2.71046 1.81101 0.13118
C -2.42096 3.01866 -0.56607
H -4.87672 6.62036 -1.33426
H 0.88897 1.65340 3.87390
H 4.78728 4.20108 3.87076
C 3.94717 -2.98182 1.60531
C -4.26190 6.32360 -0.49670
H 5.48066 -3.59392 -1.30909
C 4.10064 1.22306 0.83539
C -5.48625 -1.96028 0.30852
H -1.85430 -2.43615 -1.28682
C -2.70021 -1.45827 -4.46615
H 1.90237 -2.69808 5.27160
C 2.58302 3.39145 1.63326
H 2.44208 -6.43526 3.37426
Ga 0.13548 -0.70866 0.64408
C 1.08594 -2.90416 3.32599
H -4.19862 -2.41105 3.42707
H 2.45766 -1.42749 1.80165
C -2.56860 0.42641 -3.01247
H -6.10646 5.39234 0.25341
C 3.35305 -1.35269 -0.06412
C -2.14066 5.52734 -1.92848
C 3.03744 5.29584 2.96917
C -1.22283 -5.69074 -2.16471
C 0.99971 -3.65080 2.14455
C 3.24665 -1.88004 1.21532
H 1.89234 -0.16044 -6.20631
H 2.06045 -5.35983 -3.03418
H 5.38499 -4.46579 1.11352
C 0.88262 5.05583 1.48630
C 2.02411 2.49197 0.61192
H -2.94032 -1.99156 -5.39541
C -3.74974 1.86579 1.05106
H 5.21035 4.92787 2.33973
S 0.16259 2.32932 -1.45464
H 4.64475 0.31015 0.55479
H 2.66822 5.45311 3.96764
H -2.33899 -1.11833 2.45889
C -4.31550 4.10130 0.59352
C 4.72255 2.17076 1.67111
C 4.34859 4.43533 2.90507
C -3.31831 4.10391 -0.34690
C -5.32716 -2.35179 1.67284
H -2.35531 -3.37418 -3.49732
C 0.06220 0.48700 2.28558
H 0.80957 -0.01512 4.08051
C -1.25805 4.43027 -2.14542
C -4.56360 2.94725 1.29246
C 4.83168 -3.59530 0.75261
H 1.97056 -3.87495 -1.10694
H -2.26253 -4.59451 -0.74080
O -1.07636 0.87244 2.54078
C 2.08113 4.62319 2.04709
H -1.54989 -3.30406 1.36773
C 2.84036 1.33930 0.29274
P -2.01817 0.18698 -0.15427
O 0.93707 2.91676 -2.57238
C 0.83339 3.03306 0.02441
C -2.03666 -1.76389 -2.17227
C 1.08920 -4.37752 -1.38838
C 1.22583 -1.02608 -4.37699
H -1.84247 6.48503 -2.36632
H 5.82444 2.14709 1.87741
C 1.16103 -5.27862 -2.45518
H 3.85097 -3.39317 2.60672
C 1.94794 -0.08716 -5.14030
H 2.20020 0.56119 3.12810
C 0.01336 -5.94194 -2.80774
C 1.47737 -4.99225 2.24047
H 3.16682 1.59832 -5.15911
H -5.39300 2.79870 2.02906
C 1.11291 0.70879 3.36587
H -0.35311 4.51412 -2.78242
H -3.32182 0.58523 -4.93652
P 2.19072 -0.14601 -0.56590
C 3.90426 3.19966 2.12704
H 1.43852 -5.68740 1.38590
C -2.29950 -2.27971 -3.42490
C -3.17916 -1.39415 1.83876
H -4.37131 -1.03619 -1.32312
C 4.85127 -3.16219 -0.55846
```


No. 3
# C62H56F10OS

11 unconnected molecules or ions with the total composition C62H56F10OS in a non-equilibrium geometry (ωB97M-V with the def2-TZVPD basis set, the OMol25 dataset).

* multiplicity: 1
* total energy: -3868.1361 Ha
* highest occupied orbital energy: -8.90 eV
* lowest unoccupied orbital energy: 0.33 eV

```
130
C62H56F10OS (ωB97M-V with the def2-TZVPD basis set)
C -10.69983 -10.94793 -13.42899
H -19.47601 -4.51013 -15.71750
C -16.52645 -3.51768 -17.96719
H -17.75029 -12.84633 -17.66242
C -14.35177 -15.26143 -11.30953
C -21.63374 -8.07037 -17.47015
C -15.97244 -8.41719 -15.43657
C -18.04099 -6.30437 -10.91778
C -17.31727 -5.10912 -10.91760
F -16.17507 -3.40462 -12.02437
H -11.12609 -9.95042 -13.40566
C -16.30885 -11.17814 -15.32296
C -17.94523 -12.25087 -18.54539
C -17.36325 -10.34625 -15.69511
H -12.82912 -12.74817 -12.91651
H -18.64155 -7.98171 -12.08404
C -17.92505 -5.20408 -17.03589
H -15.73209 -3.33068 -18.67935
H -14.17968 -9.68475 -12.59993
H -17.97719 -6.92737 -14.23473
H -18.02560 -17.07598 -17.37632
C -16.75769 -4.86525 -17.72355
H -13.30589 -11.63709 -10.70484
H -10.36877 -13.58228 -15.55904
C -10.42288 -13.02084 -14.63705
C -15.06530 -10.60990 -15.10862
C -10.88371 -11.70232 -14.57485
C -11.49404 -6.29559 -13.49616
C -14.77065 -14.63329 -10.14445
C -19.13311 -11.81621 -20.61173
H -14.05832 -14.72571 -19.15246
C -13.25132 -13.29576 -12.08253
H -15.37626 -15.17946 -9.43501
H -9.16301 -7.87618 -16.16019
H -11.53143 -11.26052 -15.32302
H -16.54956 -8.37803 -8.45240
C -18.60009 -4.23751 -16.29039
H -20.71347 -6.75137 -15.97243
O -18.51785 -13.26761 -14.57155
C -16.68644 -9.58514 -10.26030
C -17.19984 -2.54463 -17.24813
C -14.80641 -8.25173 -9.64195
C -9.33862 -7.18755 -14.10340
C -21.04930 -7.73813 -16.27252
C -16.86833 -13.27413 -12.53621
H -16.35568 -14.20388 -12.76345
C -16.07859 -9.89982 -11.45598
F -18.78216 -2.00456 -15.58886
C -11.08685 -7.10218 -15.71918
C -14.91256 -9.23068 -15.06390
C -19.00889 -12.50220 -19.38742
H -19.74842 -13.26038 -19.17142
H -16.15648 -5.59433 -18.24888
F -15.11488 -16.52554 -20.74870
H -13.95339 -8.79513 -14.81353
C -16.53478 -16.96105 -18.95352
C -16.81867 -4.56528 -12.09056
C -17.76996 -6.42756 -13.29732
F -14.17685 -7.47080 -8.74802
F -11.55678 -7.46848 -16.93402
C -10.10541 -11.48478 -12.29887
C -15.51245 -16.20782 -19.51438
C -15.46137 -14.82015 -17.52256
H -17.02055 -15.30396 -16.10504
H -19.46633 -12.03019 -11.36928
C -17.14311 -16.59109 -17.75943
C -9.62212 -12.78384 -12.36592
H -16.61395 -4.75698 -14.14188
H -16.92123 -17.78842 -19.54092
H -16.91189 -13.13115 -11.45667
H -18.41804 -6.69994 -9.98610
F -9.85933 -10.67457 -11.25800
H -17.64902 -9.92837 -9.89931
H -21.24868 -10.81812 -14.80579
C -17.17620 -10.53638 -20.09164
C -10.18599 -6.60546 -13.17522
C -21.71664 -10.37352 -16.79058
C -20.73980 -8.73679 -15.35149
C -21.10452 -10.06095 -15.56517
H -8.31514 -7.52375 -13.98005
H -9.10441 -13.21767 -11.51891
H -12.92035 -6.18245 -15.12633
H -17.19414 -4.53354 -10.00634
C -9.76431 -7.42050 -15.38440
C -21.88006 -9.40753 -17.75455
H -18.26827 -6.22976 -17.06786
C -13.60526 -14.62629 -12.25285
H -16.41002 -9.80872 -20.32009
H -12.20513 -5.96820 -12.75157
H -16.91382 -1.50709 -17.36983
H -20.00205 -12.05099 -21.21062
H -9.90423 -6.47480 -12.13671
H -15.10928 -13.95836 -16.97476
C -14.34842 -13.32674 -9.91835
C -19.32543 -11.94939 -12.44309
C -17.06731 -5.23825 -13.27833
H -9.41660 -14.55595 -13.54394
C -18.24648 -10.79433 -20.92634
H -20.29008 -12.00998 -12.94698
F -15.84877 -7.08973 -15.23999
H -21.99830 -11.39739 -16.99587
C -16.50879 -15.55672 -17.02959
F -20.20390 -8.45770 -14.14792
C -11.94459 -6.53091 -14.81043
C -14.13177 -8.69510 -10.76710
H -22.32130 -9.76457 -18.67845
C -14.96011 -15.19408 -18.76568
H -21.76727 -7.27194 -18.18824
H -14.16870 -11.18683 -14.90647
H -14.62723 -16.30026 -11.45617
C -18.16703 -2.91416 -16.34609
C -17.04879 -11.26539 -18.92120
C -13.58025 -12.66728 -10.88314
F -15.89424 -10.99707 -18.27217
S -18.58644 -13.52662 -13.08504
H -18.74158 -11.14346 -12.87950
H -16.46957 -12.42942 -13.08788
H -13.09144 -8.39807 -10.84756
C -14.78918 -9.45151 -11.74019
H -18.01073 -8.33564 -16.14604
H -18.30844 -10.30418 -21.88963
H -16.55950 -12.22925 -15.35262
C -17.19809 -8.96122 -15.80300
H -18.34572 -10.78353 -15.81696
C -9.79137 -13.54166 -13.50871
C -18.23731 -6.97788 -12.12164
H -16.53213 -10.60033 -12.14495
H -14.59956 -12.77268 -9.02289
F -13.12969 -15.37540 -13.27390
C -16.08852 -8.70088 -9.37739
```